Density functional theory data (wB97M-V/def2-TZVPD) for a structure of composition C19H28ClLuO6 at a distorted geometry.

XYZ file:
```
55
Properties=species:S:1:pos:R:3
Lu 1.798 -1.425 0.267
Cl -0.002 -0.203 5.251
O -0.382 -1.422 4.064
O 1.838 -1.656 -1.765
O -0.320 1.038 4.551
O -0.237 -1.092 0.748
O 1.414 -0.444 5.453
O -1.034 1.500 -0.239
C 1.224 -0.880 -2.919
C -1.477 2.745 -1.878
C 2.534 -2.881 -2.285
C -2.575 -1.932 1.134
C 3.371 -0.416 1.894
C -3.336 1.299 -0.803
C -2.184 2.267 -0.572
C -1.958 0.041 2.148
C 2.354 -2.899 -3.785
C -3.620 -1.545 1.949
C -2.371 3.264 0.549
C 4.033 0.253 0.812
C 3.196 1.311 0.368
C -0.473 1.643 -1.584
C 1.583 -1.633 -4.183
C -1.469 -0.990 1.223
C 2.117 0.260 2.103
C -3.255 -0.304 2.565
C 1.993 1.275 1.103
H 3.743 -1.238 2.496
H -2.481 -2.892 0.640
H -2.059 2.631 -2.780
H 3.316 -2.931 -4.290
H -2.944 0.409 -1.331
H 1.188 2.018 1.028
H 0.238 -2.125 4.386
H -1.368 0.829 2.611
H -3.759 0.974 0.158
H 5.057 0.110 0.500
H 0.679 -1.895 -4.741
H 1.455 0.107 2.949
H -2.381 2.742 1.521
H -1.516 3.967 0.556
H 2.061 -3.753 -1.827
H 3.475 2.092 -0.342
H 0.154 -0.858 -2.714
H -4.101 1.785 -1.415
H 3.578 -2.777 -1.980
H -3.873 0.249 3.284
H 0.583 1.938 -1.536
H 1.674 0.117 -2.888
H -4.538 -2.144 2.118
H 1.794 -3.775 -4.110
H -3.313 3.803 0.374
H 2.182 -1.013 -4.855
H -1.001 3.719 -1.807
H -0.604 0.737 -2.176
```

## Properties
LUMO energy (alpha / beta) ... 0.021 / 0.088 eV
Total energy ... -2887.5467 hartree
HOMO level (alpha / beta) ... -0.238 / -0.183 Ha
Energy above the lowest of the compared OMol25 structures with the same formula, charge and spin ... 0.0 kcal per mole

=====

Density functional theory data (wB97M-V/def2-TZVPD) for a cluster of 2 separate species, C4H5NO in total at a distorted geometry.

XYZ file:
```
11
Properties=species:S:1:pos:R:3
O -3.119 -0.760 0.519
N -0.043 -1.986 -0.576
C -2.408 0.041 0.075
C 0.569 -1.201 0.115
C 1.114 -0.395 0.968
C -1.672 0.970 -0.433
H 0.984 0.666 0.898
H -1.387 0.938 -1.467
H 0.344 -2.343 -1.438
H 1.714 -0.767 1.776
H -1.253 1.746 0.178
```

## Properties
LUMO energy ... 0.881 eV
SMILES ... C=C=N.C=C=O
Total energy ... -285.3214 hartree
HOMO level ... -0.331 Ha
Energy above the lowest of the compared OMol25 structures with the same formula, charge and spin ... 58.5 kcal per mole

=====

Density functional theory data (wB97M-V/def2-TZVPD) for an isolated molecule of C5H11NO at a distorted geometry.

XYZ file:
```
18
Properties=species:S:1:pos:R:3
O 2.737 0.661 0.271
N -0.907 -0.228 1.220
C 0.139 0.970 -0.678
C 0.978 -0.285 -1.090
C -1.970 -0.834 0.462
C -0.343 1.045 0.766
C 2.206 -0.320 -0.180
H -1.648 -1.378 -0.462
H 2.687 -1.310 -0.006
H -2.385 -1.618 1.085
H -0.696 1.069 -1.384
H 0.527 -1.284 -0.962
H 1.398 -0.335 -2.102
H 0.534 1.257 1.383
H -1.130 1.787 0.888
H -0.162 -0.887 1.398
H -2.801 -0.103 0.283
H 0.835 1.794 -0.891
```

## Properties
LUMO energy ... 0.913 eV
SMILES ... CNCCCC=O
Total energy ... -327.0672 hartree
HOMO level ... -0.318 Ha
Energy above the lowest of the compared OMol25 structures with the same formula, charge and spin ... 40.2 kcal per mole